Run A
Entry from the Open Molecules 2025 dataset: an isolated ion of composition C5H8BrN2 and charge +1 (the ωB97M-V functional and the def2-TZVPD basis).

CARTESIAN COORDINATES (ANGSTROEM)
N (0.708, 1.147, 1.253)
C (-0.533, 0.187, 0.957)
C (-1.221, 0.655, -0.223)
C (-0.664, 0.500, -1.456)
C (0.468, -0.399, -1.692)
C (0.683, -1.326, -0.763)
N (0.315, -1.236, 0.521)
Br (0.015, -2.706, 1.752)
H (1.183, 1.184, 0.410)
H (1.261, 0.701, 1.881)
H (0.366, 2.122, 1.547)
H (-1.284, -0.024, 1.794)
H (-2.217, 1.262, -0.015)
H (-1.109, 0.873, -2.363)
H (0.932, -0.646, -2.717)
H (1.098, -2.296, -0.886)

HOMO energy in eV: -12.49
E_LUMO in Ha: -0.158
HOMO-LUMO gap in hartree: 0.301
SMILES: [NH3+][C@H]1C=CC=CN1Br
Total charge: +1

---

Run B
Entry from the Open Molecules 2025 dataset: an isolated ion of composition C5H8BrN2 and charge +1 (the ωB97M-V functional and the def2-TZVPD basis).

CARTESIAN COORDINATES (ANGSTROEM)
C (0.943, -0.976, -0.846)
C (0.240, -2.116, -0.676)
C (-1.619, -2.375, 0.936)
C (0.873, 0.257, -0.036)
C (-0.153, 1.290, -0.565)
N (-0.715, -2.280, 0.224)
N (0.054, 2.551, 0.261)
Br (-2.011, 0.741, -0.097)
H (1.632, -0.959, -1.678)
H (0.404, -2.997, -1.285)
H (-2.462, -2.491, 1.560)
H (0.680, 0.007, 1.017)
H (1.847, 0.751, -0.109)
H (0.070, 2.419, 1.288)
H (-0.717, 3.191, 0.037)
H (0.936, 2.986, -0.031)

HOMO energy in eV: -10.94
E_LUMO in Ha: -0.175
HOMO-LUMO gap in hartree: 0.227
Total charge: +1

---

On energetic grounds, run A is preferred over the next structure by 1.102 eV.

---

Run A
Entry from the Open Molecules 2025 dataset: a 2-piece molecular cluster, C2H7NS2 overall (the ωB97M-V functional and the def2-TZVPD basis).

CARTESIAN COORDINATES (ANGSTROEM)
C (0.013, 0.141, -1.649)
N (0.619, -0.733, -0.977)
C (1.618, -0.267, -0.027)
H (-0.444, -0.019, -2.618)
H (-0.092, 1.168, -1.254)
H (1.630, -0.936, 0.839)
H (2.575, -0.395, -0.516)
H (1.382, 0.745, 0.331)
S (-2.342, 0.863, 0.886)
S (-1.830, -0.394, 2.395)
H (-2.587, -0.121, 0.008)
H (-0.543, -0.053, 2.581)

HOMO energy in eV: -9.16
E_LUMO in Ha: 0.014
HOMO-LUMO gap in hartree: 0.351
SMILES: C=NC.SS

---

Run B
Entry from the Open Molecules 2025 dataset: one molecule with the formula C2H7NS2 (the ωB97M-V functional and the def2-TZVPD basis).

CARTESIAN COORDINATES (ANGSTROEM)
C (-0.076, 1.040, 0.735)
N (-0.209, 0.440, -0.583)
S (-1.041, -1.155, -0.417)
C (0.266, -2.255, 0.082)
S (0.881, -2.194, 1.827)
H (-0.627, 0.416, 1.442)
H (0.985, 1.093, 0.984)
H (-0.556, 2.049, 0.821)
H (-0.823, 0.950, -1.227)
H (-0.318, -3.195, 0.079)
H (1.076, -2.433, -0.681)
H (1.364, -0.988, 1.787)

HOMO energy in eV: -8.70
E_LUMO in Ha: 0.029
HOMO-LUMO gap in hartree: 0.349
SMILES: CNSCS

---

Run C
Entry from the Open Molecules 2025 dataset: one molecule with the formula C2H7NS2 (the ωB97M-V functional and the def2-TZVPD basis).

CARTESIAN COORDINATES (ANGSTROEM)
N (0.893, 1.850, 0.177)
C (0.795, 0.483, -0.348)
C (-0.523, -0.104, 0.051)
S (-0.668, -1.789, -0.784)
S (-1.794, -2.712, 0.593)
H (1.591, 2.391, -0.314)
H (0.043, 2.393, 0.140)
H (0.653, 0.568, -1.456)
H (1.693, -0.072, -0.099)
H (-0.586, -0.161, 1.142)
H (-1.350, 0.456, -0.366)
H (-0.746, -3.303, 1.265)

HOMO energy in eV: -9.13
E_LUMO in Ha: 0.025
HOMO-LUMO gap in hartree: 0.361
SMILES: NCCSS

---

Run D
Entry from the Open Molecules 2025 dataset: a 2-piece molecular cluster, C2H7NS2 overall (the ωB97M-V functional and the def2-TZVPD basis).

CARTESIAN COORDINATES (ANGSTROEM)
C (1.396, 0.907, 0.861)
C (0.497, -0.085, 0.890)
N (0.790, -1.451, 1.255)
H (2.198, 0.836, 1.613)
H (1.207, 1.813, 0.285)
H (-0.586, 0.051, 0.672)
H (1.224, -1.523, 2.198)
H (1.493, -1.799, 0.616)
S (-2.623, -0.562, -2.070)
S (-1.547, 1.316, -2.356)
H (-1.559, -1.312, -2.376)
H (-2.489, 1.809, -1.588)

HOMO energy in eV: -8.78
E_LUMO in Ha: -0.004
HOMO-LUMO gap in hartree: 0.319
SMILES: C=CN.SS

---

On energetic grounds, run C is preferred over the next structure by 0.819 eV.

---

Run A
Entry from the Open Molecules 2025 dataset: one molecule with the formula C5H11NO2S (the ωB97M-V functional and the def2-TZVPD basis).

CARTESIAN COORDINATES (ANGSTROEM)
C (-2.061, -1.594, -0.015)
C (-1.770, -0.274, -0.088)
C (-2.046, 0.628, 0.929)
C (-0.861, 0.296, -1.202)
N (0.620, 0.432, -1.065)
S (1.391, -0.068, 0.144)
C (2.981, 0.843, -0.088)
O (0.747, -0.078, 1.468)
O (1.999, -1.524, -0.154)
H (-1.838, -2.285, -0.842)
H (-2.742, -1.931, 0.732)
H (-2.650, 1.448, 0.413)
H (-1.090, 1.238, 1.126)
H (-2.734, 0.246, 1.671)
H (-0.985, -0.004, -2.235)
H (-1.170, 1.397, -1.232)
H (3.198, 1.001, -1.130)
H (2.855, 1.752, 0.509)
H (3.833, 0.281, 0.340)
H (2.319, -1.802, 0.716)

HOMO energy in eV: -8.86
E_LUMO in Ha: 0.015
HOMO-LUMO gap in hartree: 0.341
SMILES: C=C(C)CN=[S@@](C)(=O)O

---

Run B
Entry from the Open Molecules 2025 dataset: C5H11NO2S as an isolated structure (the ωB97M-V functional and the def2-TZVPD basis).

CARTESIAN COORDINATES (ANGSTROEM)
C (1.044, -0.236, -0.464)
C (2.264, 0.630, -0.197)
C (0.107, 0.013, 0.748)
C (-1.317, -0.604, 0.793)
C (-2.389, 1.483, -0.385)
H (0.622, -2.153, 0.351)
H (0.885, -1.856, -1.469)
H (0.360, -0.076, -1.323)
H (0.630, -0.472, 1.700)
H (0.158, 1.055, 0.839)
H (-1.887, -0.457, 1.636)
H (-1.180, -1.639, 0.792)
H (-1.984, 1.489, 0.929)
H (-3.741, 1.942, -0.610)
H (-1.566, 2.047, -1.302)
H (3.246, -1.122, -0.344)
N (1.333, -1.592, -0.528)
O (2.278, 1.868, -0.106)
O (3.440, -0.053, -0.395)
S (-2.302, -0.269, -0.664)

HOMO energy in eV: -8.94
E_LUMO in Ha: 0.014
HOMO-LUMO gap in hartree: 0.342

---

On energetic grounds, run A is preferred over the next structure by 1.478 eV.

---

Run A
Entry from the Open Molecules 2025 dataset: a 2-piece molecular cluster, C3H3FO2 overall (the ωB97M-V functional and the def2-TZVPD basis).

CARTESIAN COORDINATES (ANGSTROEM)
C (1.501, -0.487, 1.718)
C (-1.306, 0.355, -1.537)
C (0.100, 0.487, -1.106)
O (2.471, -0.587, 2.418)
O (-0.764, 0.731, -0.214)
F (0.738, -1.515, 1.312)
H (-1.826, 1.105, -2.150)
H (-2.045, -0.461, -1.481)
H (1.130, 0.372, 1.041)

HOMO energy in eV: -10.30
E_LUMO in Ha: 0.010
HOMO-LUMO gap in hartree: 0.388

---

Run B
Entry from the Open Molecules 2025 dataset: a 2-piece molecular cluster, C3H3FO2 overall (the ωB97M-V functional and the def2-TZVPD basis).

CARTESIAN COORDINATES (ANGSTROEM)
O (2.126, -1.752, 0.557)
C (1.453, -0.800, 0.236)
C (0.438, 0.023, 0.273)
C (-0.015, 1.360, 0.516)
O (-0.442, 0.709, -0.632)
H (-0.820, 1.540, 1.260)
H (0.664, 2.126, 0.249)
F (-1.962, -1.815, -0.946)
H (-1.441, -1.392, -1.512)

HOMO energy in eV: -9.29
E_LUMO in Ha: -0.011
HOMO-LUMO gap in hartree: 0.330
SMILES: O=C=C1CO1.F

---

Run C
Entry from the Open Molecules 2025 dataset: a 2-piece molecular cluster, C3H3FO2 overall (the ωB97M-V functional and the def2-TZVPD basis).

CARTESIAN COORDINATES (ANGSTROEM)
O (-1.454, 1.233, 0.463)
C (-1.656, 0.129, 0.137)
O (-2.092, -0.876, 0.837)
F (-1.441, -0.268, -1.161)
H (-2.238, -1.682, 0.318)
C (2.015, -0.186, -0.246)
C (2.428, 0.918, -0.053)
H (1.681, -1.160, -0.454)
H (2.758, 1.892, 0.158)

HOMO energy in eV: -10.73
E_LUMO in Ha: 0.013
HOMO-LUMO gap in hartree: 0.408
SMILES: O=C(O)F.C#C

---

On energetic grounds, run C is preferred over the next structure by 1.981 eV.

---

Run A
Entry from the Open Molecules 2025 dataset: one molecule with the formula C6H10OS (the ωB97M-V functional and the def2-TZVPD basis).

CARTESIAN COORDINATES (ANGSTROEM)
C (-2.800, -0.918, -0.748)
C (-1.957, -0.590, 0.275)
S (-1.170, 1.027, 0.231)
C (0.574, 0.734, 0.078)
O (1.320, 1.649, 0.073)
C (1.105, -0.663, -0.205)
C (1.340, -1.265, 1.235)
C (2.375, -0.496, -1.127)
H (-2.647, -0.184, -1.626)
H (-3.409, -1.814, -0.935)
H (-1.918, -1.276, 1.280)
H (0.284, -1.272, -0.642)
H (0.355, -1.779, 1.693)
H (2.255, -2.203, 1.105)
H (1.711, -0.418, 2.037)
H (2.831, -1.504, -1.234)
H (1.741, -0.219, -2.083)
H (3.132, 0.237, -0.918)

HOMO energy in eV: -9.35
E_LUMO in Ha: 0.027
HOMO-LUMO gap in hartree: 0.370
SMILES: C=CSC(=O)C(C)C

---

Run B
Entry from the Open Molecules 2025 dataset: one molecule with the formula C6H10OS (the ωB97M-V functional and the def2-TZVPD basis).

CARTESIAN COORDINATES (ANGSTROEM)
C (-1.258, -0.046, 0.746)
C (-1.464, 0.594, -0.368)
C (-0.005, 0.303, 1.467)
C (-0.287, 1.172, -0.994)
C (0.921, -0.905, 1.579)
C (0.543, 0.190, -1.885)
O (0.261, 2.873, 0.914)
S (0.861, 1.567, 0.393)
H (-2.032, -0.565, 1.465)
H (-2.375, 0.575, -0.948)
H (-0.045, 0.670, 2.515)
H (-0.325, 2.174, -1.569)
H (0.864, -1.436, 0.677)
H (0.525, -1.514, 2.427)
H (2.001, -0.820, 2.052)
H (0.559, -0.679, -1.197)
H (1.612, 0.605, -1.983)
H (0.020, 0.003, -2.766)

HOMO energy in eV: -8.87
E_LUMO in Ha: 0.029
HOMO-LUMO gap in hartree: 0.355

---

On energetic grounds, run B is preferred over the next structure by 0.125 eV.

---

Run A
Entry from the Open Molecules 2025 dataset: one molecule with the formula C6H10OS (the ωB97M-V functional and the def2-TZVPD basis).

CARTESIAN COORDINATES (ANGSTROEM)
C (-1.435, -2.140, 0.138)
C (-0.497, -1.267, -0.107)
S (1.243, -1.710, -0.075)
C (1.537, 0.111, -0.336)
C (2.818, 0.270, 0.443)
O (0.427, 0.930, 0.024)
C (-0.707, 0.261, -0.425)
C (-2.046, 0.786, 0.146)
H (-1.169, -3.145, 0.425)
H (-2.491, -1.884, 0.286)
H (1.494, 0.287, -1.487)
H (2.699, 0.194, 1.562)
H (3.209, 1.222, 0.290)
H (3.500, -0.518, 0.232)
H (-0.761, 0.556, -1.549)
H (-2.835, 0.704, -0.556)
H (-1.948, 1.796, 0.429)
H (-2.394, 0.380, 1.133)

HOMO energy in eV: -8.40
E_LUMO in Ha: 0.034
HOMO-LUMO gap in hartree: 0.343
SMILES: C=C1S[C@H](C)O[C@@H]1C

---

Run B
Entry from the Open Molecules 2025 dataset: a 2-piece molecular cluster, C6H10OS overall (the ωB97M-V functional and the def2-TZVPD basis).

CARTESIAN COORDINATES (ANGSTROEM)
C (0.220, 0.511, 0.674)
C (-1.165, -0.118, 0.509)
C (-1.068, -0.960, -0.850)
C (0.561, -0.985, -1.201)
C (1.078, -0.647, 0.327)
C (0.393, 1.588, -0.398)
H (1.140, 0.277, 2.705)
H (-1.479, -0.665, 1.352)
H (-1.886, 0.693, 0.277)
H (-1.428, -0.130, -1.611)
H (-1.736, -1.934, -0.624)
H (0.811, -1.768, -1.873)
H (2.205, -0.554, 0.451)
H (0.718, -1.591, 0.932)
H (-0.695, 2.126, -0.246)
H (1.282, 2.298, -0.250)
O (0.380, 1.169, 1.885)
S (0.670, 0.692, -2.059)

HOMO energy in eV: -8.48
E_LUMO in Ha: -0.013
HOMO-LUMO gap in hartree: 0.299

---

On energetic grounds, run A is preferred over the next structure by 2.729 eV.